This record from the Open Molecules 2025 dataset describes a structure of composition C28H52P2Pr at a distorted geometry. The level of theory is the ωB97M-V functional and the def2-TZVPD basis.

* charge: +1
* spin multiplicity: 3
* molecular weight: 591.58 g/mol
* highest occupied orbital energy (spin up / spin down): -0.3132 / -0.3246 hartree
* ⟨S²⟩: 2.2238
* E_LUMO (spin up / spin down): -0.174 / -0.159 Ha
* total energy: -62509.7585 eV
* F_max: 0.1326 hartree/bohr
* orbital gap (spin up / spin down): 0.1392 / 0.1656 Ha

Geometry as XYZ:
```
83
Properties=species:S:1:pos:R:3:mulliken_charge:R:1
Pr -0.02206 0.00555 0.38409 -0.6092
C 0.90731 2.38998 2.35794 0.5036
C -0.50311 2.19241 2.35995 0.6395
C 0.42047 0.70173 3.84118 0.7331
C 1.46571 1.48974 3.29793 0.9940
C -0.79835 1.12967 3.25685 0.5798
C 1.66934 3.43481 1.61047 -1.7854
H 1.10638 3.80802 0.74556 0.3529
H 2.63045 3.04650 1.24324 0.3338
H 1.88575 4.29380 2.26469 0.3598
C 2.88337 1.45171 3.76291 -1.5542
H 3.46486 2.28167 3.34391 0.3890
H 3.38023 0.51798 3.46978 0.0726
H 2.95198 1.51760 4.86136 0.3066
C 0.59812 -0.34593 4.88948 -1.6818
H 1.23349 0.02051 5.71180 0.3159
H 1.09359 -1.24369 4.48894 0.1246
H -0.37000 -0.65533 5.30505 0.4377
C -2.16136 0.65368 3.65175 -1.6953
H -2.47692 1.11964 4.60006 0.3609
H -2.18657 -0.43511 3.79454 0.3488
H -2.92094 0.89376 2.89722 0.2425
C -1.51746 3.09062 1.71366 -1.3341
H -1.86792 3.85221 2.43330 0.4159
H -2.40412 2.53995 1.36932 0.1970
H -1.11916 3.63237 0.84844 0.3911
C 0.12971 -0.47873 -4.31209 -0.1219
C 0.01396 0.85812 -4.19735 -0.5757
C -1.18544 1.60504 -4.69958 -1.3673
C -2.50908 1.10473 -4.11675 -1.5444
C -2.41932 0.34950 -2.81371 -0.4192
C -2.52668 -1.00173 -2.80822 -0.6610
C -2.06805 -1.89497 -3.92676 -0.8081
C -0.94926 -1.37928 -4.85944 -1.3755
H -1.22752 1.52108 -5.79743 0.4689
H -2.99884 0.50768 -4.91578 0.3952
H -1.04591 2.66190 -4.48220 0.3457
H -1.43038 -0.93223 -5.74687 0.3505
H 1.09507 -0.96431 -4.10210 0.9416
H 0.86027 1.53430 -4.07287 0.9995
H -0.44778 -2.27124 -5.24769 0.4861
H -1.77256 -2.85333 -3.50363 0.2877
H -3.06073 -1.54484 -2.02413 0.8202
H -2.92324 -2.13851 -4.58342 0.5176
H -3.17348 1.96756 -3.98639 0.4535
H -2.35523 0.95065 -1.90396 1.0918
P 1.32455 1.03677 -1.74844 0.6830
P -2.41622 -1.62045 0.47019 1.0139
C 0.09201 -1.09084 -1.68375 2.3838
C -0.74037 -2.07569 -0.93350 -2.0211
H 0.82567 -1.59638 -2.30419 0.7655
H -0.50839 -0.39350 -2.28748 -2.3436
H -1.24073 -2.72815 -1.65686 0.4435
H -0.11687 -2.70659 -0.26769 0.7338
C -2.61443 -3.22905 1.25912 -1.2924
H -2.95767 -3.04249 2.28966 0.4191
H -1.64891 -3.76098 1.33053 0.3813
H -3.35056 -3.88030 0.75237 0.3803
C -4.10280 -1.08535 0.01831 -1.2444
H -4.72553 -1.88319 -0.43336 0.4422
H -4.07055 -0.21811 -0.66896 0.3275
H -4.58504 -0.73636 0.95457 0.4512
C 2.76400 1.06111 -2.82391 -1.1387
H 3.55846 1.47575 -2.17839 0.4335
H 2.68951 1.70237 -3.70011 0.5215
H 3.02054 0.03653 -3.15221 0.4167
C 0.06889 2.37401 -1.85192 -0.9294
H -0.17661 2.80077 -0.85457 -0.0048
H -0.85992 2.08823 -2.37737 0.0385
H 0.55293 3.15942 -2.45119 0.5562
C 4.21747 -1.19817 1.36754 -1.3943
C 3.15233 -2.10199 1.98650 0.8554
C 3.28044 -2.25489 3.50439 -1.7461
C 1.75475 -1.78536 1.52273 -0.7145
H 4.09530 -0.13831 1.60969 0.1702
H 4.20312 -1.29338 0.27663 0.3322
H 5.21383 -1.49748 1.70635 0.4477
H 3.36094 -3.11271 1.59395 0.3482
H 3.15498 -1.32207 4.06312 0.2500
H 2.54065 -2.97585 3.87476 0.4337
H 4.27059 -2.64896 3.76674 0.4557
H 0.99559 -2.26355 2.16147 0.2491
H 1.62945 -2.08005 0.46221 0.1712
```